Computed, not measured: 6 unconnected molecules or ions with the total composition C14H40O6 in a non-equilibrium geometry, with the ωB97M-V functional and the def2-TZVPD basis.

The geometry in ORCA input format:
```
! wB97M-V def2-TZVPD RIJCOSX def2/J DEFGRID3
* xyz 0 1
C -1.914 -28.842 3.652
O -0.774 -29.002 2.895
H -1.687 -29.010 4.749
H -2.694 -29.561 3.323
H -2.323 -27.867 3.551
H -0.877 -28.509 2.045
C -1.236 -27.643 7.498
O -2.238 -26.984 8.217
H -1.245 -28.758 7.469
H -0.232 -27.628 8.018
H -1.326 -27.113 6.535
H -1.892 -26.166 8.595
C 1.694 -27.357 5.786
C 1.638 -26.631 4.415
C 0.282 -26.100 4.226
O 2.475 -25.763 4.265
H 1.415 -26.694 6.573
H 2.742 -27.695 5.992
H 0.943 -28.188 5.804
H 1.796 -27.329 3.646
H 0.066 -26.058 3.136
H 0.046 -25.178 4.738
H -0.570 -26.769 4.528
H 3.141 -26.045 3.565
C -2.583 -22.426 5.075
C -1.781 -22.854 3.837
C -2.280 -24.148 3.216
O -1.823 -21.995 3.001
H -2.077 -21.570 5.409
H -2.609 -23.219 5.833
H -3.605 -22.097 4.886
H -0.735 -23.009 4.100
H -2.200 -24.918 3.901
H -1.633 -24.300 2.276
H -3.333 -24.039 2.912
H -1.425 -21.173 3.322
C -4.638 -28.088 5.381
C -4.138 -26.707 5.675
C -4.714 -25.722 4.701
O -4.452 -26.270 6.802
H -5.681 -28.186 5.430
H -4.057 -28.807 5.924
H -4.470 -28.233 4.303
H -3.019 -26.720 5.491
H -5.821 -25.701 4.706
H -4.352 -25.782 3.707
H -4.373 -24.696 5.053
H -3.838 -26.660 7.441
C -3.061 -29.089 0.391
C -2.029 -28.056 0.007
C -2.630 -26.673 0.162
O -0.880 -28.109 0.537
H -3.936 -29.149 -0.265
H -3.492 -28.956 1.391
H -2.662 -30.048 0.276
H -1.805 -28.249 -1.012
H -2.063 -25.898 -0.270
H -2.659 -26.368 1.239
H -3.612 -26.700 -0.433
H -0.255 -27.594 0.029
*
```

=====

Computed, not measured: 5 unconnected molecules or ions with the total composition C14H41NO20P5S in a non-equilibrium geometry, with the ωB97M-V functional and the def2-TZVPD basis.

The geometry in ORCA input format:
```
! wB97M-V def2-TZVPD RIJCOSX def2/J DEFGRID3
* xyz -1 1
O -3.507 5.548 -0.386
C -4.668 5.300 0.012
O -5.733 5.816 -0.332
C -4.764 4.164 1.077
N -4.959 2.874 0.407
P -3.694 1.996 -0.124
O -4.269 0.491 -0.345
O -3.302 2.543 -1.582
S -2.096 1.930 0.946
H -5.579 4.379 1.754
H -3.855 4.191 1.660
H -5.836 2.409 0.559
H -4.663 0.456 -1.226
H -4.058 2.516 -2.180
C 0.162 2.416 -3.863
O 1.373 3.158 -3.626
P 2.241 2.793 -2.355
O 1.687 1.760 -1.487
O 2.498 4.192 -1.661
C 1.337 4.896 -1.174
O 3.656 2.469 -2.994
C 4.751 2.282 -2.092
H -0.626 2.766 -3.198
H -0.130 2.596 -4.895
H 0.321 1.350 -3.714
H 0.677 4.228 -0.619
H 0.797 5.337 -2.011
H 1.683 5.686 -0.515
H 4.592 1.392 -1.483
H 4.872 3.153 -1.448
H 5.655 2.159 -2.684
C 5.816 3.208 -5.692
O 7.017 3.683 -5.053
P 7.606 5.088 -5.471
O 6.920 5.764 -6.569
O 9.148 4.790 -5.728
C 9.472 3.895 -6.794
O 7.648 5.856 -4.096
C 8.313 7.125 -4.059
H 6.049 2.830 -6.687
H 5.416 2.399 -5.089
H 5.070 3.995 -5.761
H 8.907 4.141 -7.694
H 9.259 2.869 -6.491
H 10.534 3.994 -7.000
H 7.780 7.848 -4.676
H 9.343 7.029 -4.404
H 8.316 7.463 -3.027
C -4.468 -1.751 1.542
O -4.826 -3.144 1.362
P -6.220 -3.663 1.878
O -7.046 -2.694 2.594
O -5.859 -4.974 2.700
C -5.047 -4.804 3.869
O -6.860 -4.275 0.565
C -8.073 -5.019 0.707
H -4.164 -1.581 2.574
H -3.634 -1.536 0.887
H -5.295 -1.099 1.289
H -5.412 -3.977 4.479
H -4.014 -4.621 3.577
H -5.094 -5.722 4.448
H -8.880 -4.366 1.041
H -7.942 -5.838 1.415
H -8.321 -5.431 -0.267
C -1.738 -8.291 7.337
O -0.477 -7.854 6.809
P -0.415 -6.477 6.025
O -1.699 -5.809 5.832
O 0.364 -6.836 4.690
C -0.254 -7.765 3.795
O 0.672 -5.678 6.837
C 1.126 -4.429 6.290
H -2.356 -8.699 6.539
H -1.532 -9.071 8.065
H -2.263 -7.474 7.827
H -1.306 -7.519 3.643
H -0.161 -8.777 4.192
H 0.267 -7.705 2.844
H 0.312 -3.706 6.275
H 1.516 -4.571 5.282
H 1.924 -4.064 6.929
*
```

=====

Computed, not measured: a molecular structure, C14H42Ag5N10O8 in a non-equilibrium geometry, with the ωB97M-V functional and the def2-TZVPD basis.

The geometry in ORCA input format:
```
! wB97M-V def2-TZVPD RIJCOSX def2/J DEFGRID3
* xyz 3 1
Ag 4.056 0.638 -1.732
Ag 3.078 4.775 -1.745
Ag 4.200 -0.255 1.687
Ag 3.372 -2.562 -1.856
Ag 3.649 2.951 0.972
O 2.187 2.335 -0.964
C 1.318 1.462 -0.223
C 1.491 -0.146 -0.243
O 2.726 -0.849 -0.271
H 0.290 1.712 -0.484
H 1.417 1.905 0.768
H 0.888 -0.552 -1.055
H 0.953 -0.527 0.626
C -1.426 0.087 3.052
C -2.067 -1.330 2.887
C -1.273 -2.466 3.554
O -2.038 -3.703 3.418
C -1.819 -4.510 4.572
N -3.450 -1.447 3.325
H -0.479 0.098 2.512
H -1.175 0.317 4.087
H -1.994 0.930 2.658
H -2.153 -1.615 1.838
H -1.099 -2.193 4.595
H -0.270 -2.478 3.129
H -2.322 -5.474 4.502
H -2.362 -3.970 5.347
H -0.830 -4.610 5.020
H -4.190 -1.184 2.690
H -3.478 -2.457 3.343
C -3.531 1.580 -0.818
C -2.906 1.449 -2.127
C -2.271 2.719 -2.806
O -3.271 3.692 -2.909
C -2.817 4.850 -3.529
N -1.910 0.445 -1.998
H -2.795 1.659 -0.018
H -4.213 0.783 -0.522
H -3.955 2.582 -0.761
H -3.546 0.994 -2.882
H -1.720 2.540 -3.729
H -1.440 3.136 -2.237
H -3.630 5.535 -3.771
H -2.371 4.609 -4.494
H -2.196 5.481 -2.893
H -1.219 0.888 -1.410
H -1.401 0.528 -2.866
C 2.158 1.493 3.998
O 3.068 1.339 3.191
N 1.550 0.537 4.604
N 1.622 2.640 4.183
H 1.046 0.642 5.472
H 1.839 -0.407 4.390
H 0.687 2.670 4.564
H 2.036 3.496 3.843
C 2.582 -3.010 2.877
O 3.289 -2.041 3.113
N 2.378 -4.049 3.650
N 1.844 -3.105 1.807
H 1.977 -4.855 3.193
H 2.559 -4.077 4.644
H 1.910 -2.466 1.028
H 1.363 -3.974 1.625
C 2.624 0.913 -4.526
O 3.222 -0.076 -3.997
N 2.448 1.007 -5.829
N 2.214 2.036 -3.876
H 2.558 0.235 -6.471
H 2.052 1.888 -6.127
H 2.104 2.903 -4.381
H 2.069 1.973 -2.878
C -0.819 -1.713 -4.649
O -1.773 -1.200 -5.273
N 0.439 -1.665 -5.048
N -0.886 -2.151 -3.439
H 0.611 -0.998 -5.787
H 1.128 -1.913 -4.353
H -0.131 -2.394 -2.814
H -1.773 -2.027 -2.972
*
```

=====

Kohn-Sham gap readings, ordered: 9.65, 6.18, 2.86 eV
E_HOMO readings, ordered: -9.3, -4.4, -14.3 eV
Energy relative to the best compared isomer or geometry (same formula, charge and spin) readings, ordered: 7.340, 0.000, 4.264 eV